Record 1
Molecular formula: C50H86F6N5O24PbS2
Method: DFT, ωB97M-V with the def2-TZVPD basis set

Output
Charge: +1
Kohn-Sham gap: 0.75 eV
Electronic energy: -153032.3841 eV

Cartesian coordinates (Å):
Pb: -0.64189 5.97413 -0.54613
C: -0.17043 -0.46605 -2.20936
F: 0.74915 0.37148 -2.74177
F: -0.98335 -0.91948 -3.18990
F: 0.39991 -1.46932 -1.59218
S: -1.33069 0.52512 -0.93104
O: -1.85542 1.66041 -1.74904
O: -2.37568 -0.34805 -0.45055
N: -0.30685 1.23780 0.18755
S: -0.07300 0.23829 1.37778
O: -0.68233 0.77620 2.61967
O: -0.42289 -1.13135 1.10590
C: 1.80205 0.16981 1.69635
F: 2.20883 1.26327 2.34315
F: 2.04649 -0.82615 2.52332
F: 2.45936 0.18935 0.56715
C: 4.39218 -4.12822 12.51950
O: 4.47234 -2.76897 12.44287
C: 3.51457 -2.07347 13.36047
C: 3.54102 -0.59633 13.23518
N: 3.80194 -0.15814 11.82667
C: 2.75040 -0.45250 10.84046
C: 1.37986 0.15597 11.02819
O: 1.43660 1.56682 11.03920
C: 0.31371 2.12260 11.62228
H: 4.47472 -4.43446 13.56233
H: 5.26203 -4.50591 11.98208
H: 3.40738 -4.44572 12.17680
H: 3.67841 -2.32889 14.40738
H: 2.49860 -2.43162 13.19423
H: 4.23596 -0.08143 13.89855
H: 2.55433 -0.30726 13.59709
H: 4.66999 -0.52421 11.46255
H: 2.56799 -1.52179 10.73349
H: 3.03517 -0.17627 9.82522
H: 0.90371 -0.29789 11.89733
H: 0.74587 -0.10947 10.18219
H: 0.30274 1.84848 12.67720
H: -0.63863 1.84823 11.16858
H: 0.20061 3.20672 11.61828
C: 1.85776 6.69380 -3.55039
O: 1.92255 5.77736 -2.41999
C: 3.26154 5.24203 -2.21612
C: 3.94747 5.97268 -0.98788
N: 3.16491 5.64486 0.23645
C: 3.42490 6.67657 1.25277
C: 2.62081 6.53232 2.52916
O: 1.23658 6.03226 2.25501
C: 0.50294 6.08792 3.48094
H: 1.99406 7.75194 -3.32705
H: 0.86072 6.52304 -3.95644
H: 2.51173 6.49584 -4.39965
H: 3.89173 5.32380 -3.10172
H: 3.22189 4.17919 -1.97759
H: 4.06635 7.04015 -1.17358
H: 4.96689 5.59236 -1.05292
H: 3.42224 4.71083 0.52189
H: 3.26431 7.65972 0.81036
H: 4.48014 6.78681 1.50259
H: 2.68268 7.54008 2.93988
H: 3.10771 5.87592 3.25039
H: 0.61874 7.08491 3.90605
H: 0.80025 5.36414 4.23979
H: -0.56956 5.96471 3.33041
C: -9.41783 2.66287 -4.31885
O: -9.03105 2.09679 -5.54754
C: -8.25136 0.91612 -5.40044
C: -7.81384 0.30108 -6.74264
N: -6.74552 1.06313 -7.32631
C: -6.42424 0.42022 -8.64709
C: -5.31999 1.26797 -9.38847
O: -4.00100 0.71013 -9.14059
C: -3.24304 1.51372 -8.19198
H: -9.98743 1.95873 -3.71233
H: -10.15495 3.44706 -4.49152
H: -8.58886 2.83040 -3.63121
H: -8.71450 0.18313 -4.73988
H: -7.32476 1.19869 -4.90079
H: -8.62751 0.17320 -7.45656
H: -7.50282 -0.73279 -6.59272
H: -6.86549 2.06594 -7.33559
H: -7.30107 0.55643 -9.28013
H: -6.08778 -0.61636 -8.62690
H: -5.59079 2.29689 -9.15163
H: -5.44001 1.26850 -10.47184
H: -3.14295 2.54286 -8.53688
H: -2.22360 1.13070 -8.14577
H: -3.64061 1.58731 -7.17975
C: -4.92323 8.48740 -6.77455
O: -5.05201 9.03927 -5.43557
C: -6.00915 8.34481 -4.62111
C: -5.33800 7.32949 -3.69864
N: -4.43813 7.97369 -2.77324
C: -5.09683 8.62494 -1.63016
C: -5.58266 7.61807 -0.52178
O: -4.68559 6.51430 -0.33098
C: -5.41744 5.42521 0.18653
H: -5.77605 8.70987 -7.41586
H: -4.63520 7.44065 -6.67731
H: -4.03204 8.86786 -7.27371
H: -6.74011 7.79859 -5.21729
H: -6.59582 9.06353 -4.04896
H: -4.64569 6.76076 -4.31939
H: -6.00409 6.61544 -3.21432
H: -3.98356 8.64477 -3.37584
H: -5.91365 9.31221 -1.85048
H: -4.28946 9.10397 -1.07627
H: -6.53546 7.28358 -0.93212
H: -5.93329 8.14873 0.36341
H: -5.71123 5.82581 1.15674
H: -4.84571 4.50601 0.31419
H: -6.36482 5.10896 -0.24999
C: 2.22343 -5.46407 -8.60047
C: 2.94645 -5.04602 -7.52566
C: 4.30469 -4.77391 -7.63237
C: 4.91426 -4.88478 -8.86784
C: 4.22814 -5.31684 -9.96258
C: 2.87094 -5.53297 -9.82121
O: 2.09566 -5.93046 -10.85734
O: 5.00153 -4.35095 -6.61099
H: 1.16251 -5.66256 -8.56241
H: 2.56714 -4.87888 -6.52838
H: 5.99343 -4.84941 -8.89140
H: 4.76221 -5.68923 -10.82426
H: 1.28544 -5.44299 -10.69145
H: 5.89644 -4.03386 -6.75311
C: -3.84532 -7.27415 -3.77335
C: -4.05023 -8.13896 -4.80103
C: -5.25944 -8.10739 -5.49948
C: -6.23522 -7.16899 -5.24768
C: -6.05925 -6.38234 -4.12450
C: -4.86529 -6.42356 -3.37786
O: -4.92705 -5.69967 -2.25061
O: -5.35124 -8.99594 -6.50151
H: -2.93782 -7.27652 -3.18782
H: -3.27557 -8.88887 -4.86390
H: -7.16090 -7.19106 -5.80358
H: -6.91640 -5.75165 -3.94029
H: -4.59623 -4.80170 -2.32671
H: -6.19119 -8.78701 -6.91677
C: 0.30405 -8.14441 7.35380
C: 1.00214 -7.38143 6.43005
C: 1.05202 -7.71019 5.09207
C: 0.54924 -8.94403 4.68614
C: -0.03279 -9.82318 5.65093
C: -0.22074 -9.40757 6.94374
O: -1.00266 -10.18174 7.78585
O: 1.75402 -6.91038 4.24239
H: 0.18140 -7.82160 8.37711
H: 1.36863 -6.40013 6.69297
H: 0.63466 -9.19578 3.63937
H: -0.32511 -10.83531 5.41313
H: -1.16591 -11.00523 7.32021
H: 2.34583 -7.46251 3.72613
C: 7.99003 -3.41338 6.03227
C: 7.44304 -4.36919 7.08972
O: 8.08549 -5.50034 6.82968
C: 8.82428 -5.37155 5.68294
O: 9.51793 -6.26194 5.25500
O: 8.93061 -4.16286 5.27884
H: 8.60659 -2.70801 6.58941
H: 7.27702 -2.98263 5.32931
H: 6.41557 -4.69174 6.92134
H: 7.54964 -4.12763 8.14727
C: 10.71320 -1.18108 -1.08235
C: 9.30562 -1.69294 -0.98619
O: 8.71585 -1.07513 -2.04244
C: 9.51962 -0.31518 -2.68543
O: 9.19680 0.51817 -3.53810
O: 10.70265 -0.67203 -2.30953
H: 11.46625 -1.96911 -1.08790
H: 10.98237 -0.56026 -0.22783
H: 8.87357 -1.32837 -0.05425
H: 9.26409 -2.76214 -0.77835

---

Record 2
Molecular formula: C50H88BrN3O35S2
Method: DFT, ωB97M-V with the def2-TZVPD basis set

Output
Charge: 0
Kohn-Sham gap: 8.04 eV
Electronic energy: -221124.2293 eV

Cartesian coordinates (Å):
C: -5.41602 -5.91082 -7.22164
C: -4.61525 -7.06472 -6.66737
O: -4.54591 -8.11979 -7.26290
N: -3.97748 -6.86010 -5.45666
C: -2.64658 -7.48567 -5.33748
C: -1.74272 -6.71513 -4.36677
C: -0.26171 -6.77870 -4.78068
C: 0.52887 -5.45438 -4.64773
C: -0.18864 -4.15772 -4.93091
C: 0.03645 -3.12306 -3.96379
C: -0.53080 -1.90223 -4.00990
C: -0.23807 -0.84933 -2.98253
C: 0.85328 0.06803 -3.52044
O: 0.88728 0.52358 -4.60760
Br: 2.30762 0.49445 -2.27425
C: -1.43465 -1.63671 -5.07230
N: -2.12725 -0.51755 -5.24800
S: -2.99956 -0.76996 -6.58757
N: -2.52672 -2.24530 -6.98433
C: -1.64561 -2.64444 -6.05577
C: -0.99828 -3.91392 -6.00344
C: -1.22914 -4.91861 -7.10602
C: -1.06032 -4.32138 -8.53139
C: 0.21060 -3.50770 -8.74815
S: 1.69844 -4.37377 -8.15079
H: -4.76369 -5.10469 -7.55899
H: -6.11582 -5.51145 -6.48678
H: -5.98841 -6.27250 -8.06832
H: -3.95084 -5.86646 -5.25814
H: -2.75946 -8.51264 -4.99867
H: -2.19462 -7.55135 -6.32762
H: -2.09868 -5.69775 -4.20881
H: -1.83131 -7.22219 -3.40643
H: -0.12503 -7.19391 -5.77510
H: 0.23253 -7.49121 -4.12003
H: 1.37940 -5.50363 -5.33421
H: 0.96261 -5.41985 -3.65067
H: 0.70999 -3.33982 -3.14308
H: -1.10084 -0.20112 -2.83097
H: 0.12192 -1.28223 -2.05438
H: -0.52896 -5.73617 -7.04777
H: -2.26364 -5.26177 -7.04990
H: -1.93826 -3.76073 -8.82707
H: -0.98529 -5.18516 -9.19793
H: 0.15196 -2.53227 -8.26921
H: 0.35170 -3.33890 -9.81223
H: 2.33979 -3.41688 -7.46671
C: 3.74038 -4.11188 -12.49003
O: 3.24915 -5.02578 -13.47547
C: 2.04909 -5.53136 -13.19645
O: 1.39118 -5.28018 -12.22068
O: 1.70532 -6.36300 -14.17904
C: 0.42924 -6.98330 -14.00367
H: 4.71430 -3.78302 -12.84024
H: 3.07696 -3.25406 -12.39814
H: 3.84489 -4.60533 -11.52569
H: -0.35999 -6.23481 -13.96713
H: 0.41543 -7.58404 -13.09634
H: 0.28232 -7.62505 -14.86722
C: 0.75828 -4.29909 3.08731
O: 0.18812 -4.33076 1.77340
C: -0.80395 -3.46551 1.57913
O: -1.25096 -2.69951 2.39032
O: -1.21236 -3.58719 0.31215
C: -2.28971 -2.72194 -0.04863
H: 1.53813 -5.05460 3.09987
H: 1.19577 -3.32342 3.28993
H: 0.01278 -4.53855 3.84287
H: -2.00148 -1.67859 0.07148
H: -3.17868 -2.93734 0.54082
H: -2.50243 -2.91816 -1.09679
C: 3.74040 5.24428 2.53251
O: 4.25757 5.21259 1.19716
C: 3.46955 4.58451 0.32857
O: 2.41648 4.05977 0.58516
O: 4.03765 4.64179 -0.87685
C: 3.27225 4.00186 -1.90487
H: 4.46943 5.77027 3.14144
H: 2.79416 5.78253 2.56457
H: 3.61450 4.23484 2.91905
H: 2.29846 4.47774 -2.00957
H: 3.14821 2.94241 -1.69159
H: 3.83055 4.12028 -2.82965
C: -10.23129 -0.63798 -6.40662
O: -9.35066 0.44948 -6.11276
C: -8.15308 0.07803 -5.66318
O: -7.78114 -1.05449 -5.49671
O: -7.43614 1.17743 -5.43040
C: -6.12012 0.92063 -4.93821
H: -11.15688 -0.19230 -6.75840
H: -9.81227 -1.27163 -7.18582
H: -10.42646 -1.22656 -5.51238
H: -5.54483 0.34502 -5.65959
H: -6.15948 0.39455 -3.98610
H: -5.64589 1.88694 -4.79229
C: 0.90168 10.86184 2.86979
O: 0.75812 9.45043 2.68384
C: 0.91591 9.04717 1.42182
O: 1.15556 9.75373 0.47953
O: 0.75919 7.72317 1.38810
C: 0.89901 7.14717 0.08571
H: 0.75038 11.04536 3.92938
H: 1.89924 11.18692 2.58164
H: 0.15287 11.40296 2.29444
H: 1.89745 7.33234 -0.30883
H: 0.14583 7.54133 -0.59480
H: 0.75339 6.07621 0.19792
C: 3.05703 2.48558 8.21639
O: 3.57525 2.44807 6.88454
C: 2.78471 1.82604 6.00874
O: 1.72105 1.32147 6.25468
O: 3.37719 1.86231 4.81530
C: 2.62960 1.22733 3.77275
H: 3.79374 3.01411 8.81415
H: 2.11053 3.02193 8.24597
H: 2.92618 1.47759 8.60569
H: 1.66832 1.71870 3.63628
H: 2.48416 0.17197 3.99484
H: 3.21188 1.32803 2.86127
C: 0.15527 -4.36210 8.97820
O: -0.05301 -5.77935 8.97157
C: -0.24084 -6.29273 7.75922
O: -0.26875 -5.67090 6.72860
O: -0.39269 -7.61214 7.87964
C: -0.60485 -8.29428 6.64217
H: 0.29123 -4.07066 10.01484
H: 1.04748 -4.10209 8.41324
H: -0.70937 -3.84447 8.56763
H: 0.24702 -8.15990 5.97811
H: -1.51346 -7.94036 6.15875
H: -0.71048 -9.34644 6.88940
C: 10.76479 3.57916 0.19486
O: 10.09099 4.62126 -0.51245
C: 8.75922 4.56582 -0.42998
O: 8.12839 3.73520 0.17117
O: 8.25692 5.58156 -1.12510
C: 6.82364 5.64484 -1.11915
H: 11.82720 3.74639 0.04306
H: 10.53668 3.62578 1.25806
H: 10.48892 2.60394 -0.20197
H: 6.44683 5.77358 -0.10862
H: 6.40049 4.75085 -1.56439
H: 6.55320 6.50983 -1.71876
C: -1.03234 0.19944 9.32413
O: -0.25858 0.67728 10.43028
C: 0.81086 -0.06215 10.71378
O: 1.15298 -1.05950 10.13591
O: 1.44324 0.49543 11.75016
C: 2.62038 -0.20986 12.15635
H: -1.85988 0.89300 9.21138
H: -0.43543 0.19163 8.41461
H: -1.41700 -0.79773 9.52927
H: 3.34722 -0.24071 11.34742
H: 2.37223 -1.21982 12.47637
H: 3.03270 0.34582 12.99390
C: -6.26218 6.89134 -0.35617
O: -5.40931 7.87464 0.23332
C: -4.34235 7.37110 0.85592
O: -4.06670 6.20327 0.94672
O: -3.63734 8.38354 1.35576
C: -2.45541 7.98820 2.05958
H: -7.07798 7.43655 -0.82163
H: -5.72613 6.32133 -1.11264
H: -6.65839 6.22064 0.40382
H: -1.77496 7.45738 1.39986
H: -2.70826 7.36836 2.91758
H: -1.97603 8.89734 2.41062
C: 0.15527 2.53941 13.28248
O: -0.50953 3.71109 13.77891
C: -0.06882 4.85115 13.25697
O: 0.80943 4.96707 12.44165
O: -0.76789 5.85444 13.79400
C: -0.39480 7.14846 13.31804
H: -0.30242 1.69808 13.79515
H: 0.00696 2.43473 12.21540
H: 1.21634 2.57375 13.51898
H: -0.55478 7.22443 12.24415
H: 0.64630 7.36016 13.55455
H: -1.03620 7.85820 13.83241